Entry 1:
{"formula": "C16H17IrN9O4", "method": "wB97M-V/def2-TZVPD", "de_lowest_kj_mol": 0.0, "lumo_energy_ev": [-6.94, -8.38], "spin_multiplicity": 2, "gap_ha": [0.248, 0.193], "e_tot_ev": -41289.6747, "s2": 0.776, "total_charge": 2, "elements": ["N", "O", "N", "H", "H", "C", "Ir", "H", "H", "N", "C", "C", "H", "C", "C", "H", "C", "C", "C", "H", "H", "C", "N", "C", "C", "N", "H", "O", "O", "H", "C", "N", "C", "N", "N", "H", "H", "H", "H", "H", "C", "H", "C", "C", "H", "O", "N"], "coordinates": [[1.5143, 0.5028, -4.7009], [-2.0715, 0.5835, -1.4624], [1.5470, 0.2848, -6.9550], [5.1107, -4.7046, -1.7334], [0.9441, 1.1210, 4.2958], [1.3730, -3.8529, -2.2600], [-0.1655, 0.3188, -0.6233], [2.5132, 0.5628, -6.9066], [3.6737, -6.1576, -3.1163], [2.2838, -1.0562, -0.0301], [0.1382, 1.2132, 3.5770], [3.5512, -3.3262, -1.2759], [-3.1859, 2.7221, 1.3664], [-2.1839, 2.2690, 3.2600], [0.8548, 0.2115, -5.8259], [3.9606, -1.8650, -0.1220], [-2.3178, 2.4283, 1.9366], [1.8944, -4.9675, -2.8462], [1.5589, 0.2340, 1.7121], [-1.5677, 0.1792, 1.8249], [2.4746, 0.0534, 2.2634], [3.2563, -5.2723, -2.6546], [-0.7381, 0.5887, 1.3862], [0.3840, 0.6192, 2.2869], [2.1808, -2.9998, -1.4644], [1.5205, -0.0520, 0.3807], [-0.9941, 2.1598, 5.0286], [-3.2893, 2.5010, -1.1198], [4.4079, -2.6150, -0.5483], [1.1411, 0.0949, -7.8549], [4.0663, -4.4733, -1.8894], [-1.1217, 2.0816, 1.1957], [-2.4106, 1.7272, -1.0950], [-0.4332, -0.1393, -5.8599], [-0.9899, 2.1951, -0.2310], [-3.0448, 2.5255, 3.8655], [-0.9709, -0.1986, -5.0125], [1.2726, -5.6167, -3.4453], [-0.6685, 3.1324, -0.4714], [0.3293, -3.5999, -2.3816], [1.5676, -1.8544, -0.8742], [-0.9053, -0.3391, -6.7257], [-0.9828, 1.8636, 3.9874], [0.9645, 0.4916, -3.5506], [-0.3259, 2.5618, 1.6418], [0.3116, -1.6100, -1.0344], [0.5417, 0.5762, -2.4709]], "lowdin_charge": [0.149, -0.068, 0.213, 0.135, 0.138, -0.007, 1.462, 0.136, 0.125, 0.108, -0.008, -0.231, 0.134, -0.013, -0.457, 0.082, -0.008, -0.051, 0.006, 0.174, 0.158, -0.017, 0.001, -0.250, -0.075, -0.174, 0.125, 0.197, 0.115, 0.133, 0.018, -0.071, -0.577, 0.214, -0.015, 0.138, 0.118, 0.116, 0.159, 0.121, -0.365, 0.132, -0.031, -0.257, 0.194, -0.151, 0.025]}


Entry 2:
{"formula": "C16H17N", "method": "wB97M-V/def2-TZVPD", "de_lowest_kj_mol": 367.5, "lumo_energy_ev": 0.92, "smiles": "Cc1c[nH]c2ccccc12.Cc1ccccc1", "gap_ha": 0.328, "e_tot_ev": -18354.5326, "total_charge": 0, "elements": ["H", "C", "H", "H", "C", "H", "C", "H", "H", "H", "H", "C", "C", "N", "H", "H", "C", "H", "C", "C", "H", "C", "C", "C", "C", "C", "C", "C", "H", "H", "H", "H", "H", "C"], "coordinates": [[3.5407, -0.6940, 5.3474], [-2.8677, 1.8564, -3.0502], [2.4213, -2.4664, 0.3982], [-5.3525, 0.7962, -5.0895], [2.3141, 0.5324, 2.3055], [-3.7338, 1.3245, -5.7722], [3.2874, -2.9936, 3.3276], [-2.6947, 2.9996, -3.2555], [4.3956, -3.1517, 3.1329], [-3.0359, -1.8680, -1.8873], [-1.4535, 1.9844, -1.3097], [-3.0869, -0.8504, -2.3326], [3.1813, -0.4340, 4.2307], [2.8533, 0.7970, 3.5903], [0.8524, -0.9842, -0.8116], [2.7591, -3.5112, 2.5340], [3.2389, -1.4028, 3.2349], [2.4522, 1.4084, 4.1777], [-2.2941, 0.1029, -1.6968], [1.1849, -0.6595, 0.0591], [-1.6488, -0.3397, -0.8165], [0.8442, 0.6690, 0.4907], [-3.7515, 1.0157, -3.7001], [1.5467, 1.3450, 1.4497], [-4.4080, 1.4941, -4.9223], [2.0269, -1.4248, 0.7785], [-2.2151, 1.3950, -1.9773], [2.6067, -0.7580, 1.9440], [-4.7988, 2.5701, -4.7492], [-4.5548, -1.0188, -3.8493], [1.2659, 2.4555, 1.7299], [3.0718, -3.3376, 4.3346], [-0.0207, 1.1263, 0.1082], [-3.8476, -0.3660, -3.3671]], "lowdin_charge": [0.160, -0.082, 0.146, 0.111, -0.239, 0.082, -0.052, 0.155, 0.083, 0.118, 0.134, -0.083, -0.076, 0.059, 0.047, 0.046, -0.171, 0.078, -0.149, -0.105, 0.125, -0.084, -0.317, -0.022, -0.086, -0.031, -0.153, -0.108, 0.106, 0.102, 0.147, 0.057, 0.051, -0.048]}


Entry 3:
{"formula": "C16H17N", "method": "wB97M-V/def2-TZVPD", "de_lowest_kj_mol": 158.5, "lumo_energy_ev": 0.80, "smiles": "Cc1c[nH]c2ccccc12.Cc1ccccc1", "gap_ha": 0.321, "e_tot_ev": -18356.6987, "total_charge": 0, "elements": ["H", "C", "C", "H", "C", "C", "N", "C", "C", "C", "H", "H", "C", "C", "C", "H", "H", "H", "C", "C", "H", "H", "C", "H", "C", "H", "H", "H", "H", "C", "H", "H", "C", "H"], "coordinates": [[-0.0605, -4.5209, 0.9662], [-3.5648, 1.9932, 0.0404], [-1.9542, 3.1036, 1.3937], [-3.6798, 2.8841, -1.9845], [3.0068, -1.6103, -0.0090], [-2.3548, 3.9127, -0.7962], [3.6083, -2.5216, 0.8606], [1.4384, -3.0179, 0.7627], [-3.3704, 2.9051, -0.9395], [2.9525, -0.1210, -1.8730], [-0.7817, -2.8748, 1.1538], [-0.0795, -1.5400, -1.4842], [0.9448, -1.3275, -1.2030], [1.6180, -1.9561, -0.1677], [-4.5617, 0.8845, -0.0379], [-2.1493, 4.5089, -1.6819], [-3.1902, 1.5445, 2.1577], [4.7257, -0.4801, -0.6744], [-1.6540, 4.0344, 0.3636], [2.5657, -3.2936, 1.4675], [1.0794, -0.1418, -2.9568], [3.4570, 0.5562, -2.5407], [3.6616, -0.6750, -0.8292], [-4.2723, -0.0149, -0.6105], [0.1050, -3.4887, 1.3377], [-0.9423, 4.7844, 0.6725], [2.5441, -3.8682, 2.3697], [4.3452, -2.1795, 1.4573], [-1.3355, 3.2268, 2.2749], [1.6453, -0.5770, -2.1309], [-5.4226, 1.2321, -0.6162], [-4.8885, 0.4916, 0.9137], [-2.9728, 2.1926, 1.3155], [0.0966, -3.7202, 2.4102]], "lowdin_charge": [0.076, -0.294, -0.095, 0.111, -0.204, -0.090, 0.064, -0.241, -0.054, -0.097, 0.073, 0.107, -0.040, -0.131, -0.064, 0.098, 0.108, 0.110, -0.098, -0.039, 0.099, 0.095, -0.034, 0.084, -0.056, 0.097, 0.115, 0.136, 0.097, -0.099, 0.079, 0.068, -0.048, 0.066]}